[1]
The molecule C4H7NO at a distorted geometry, computed with wB97M-V/def2-TZVPD.

- DFT total energy (eV) = -7791.6776
- gap between HOMO and LUMO (alpha / beta) (Eh) = 0.297 / 0.300
- LUMO (alpha / beta) (eV) = 0.22 / 0.28
- HOMO energy (alpha / beta) (eV) = -7.8 / -7.9
- energy above the lowest of the compared OMol25 structures with the same formula, charge and spin (eV) = 7.967

The geometry in ORCA input format:
```
! RIJCOSX wB97M-V def2-TZVPD def2/J DEFGRID3
* xyz 0 1
C 1.21252 0.74158 0.01230
C 1.54635 0.27478 1.17195
C 0.46510 0.76304 -1.22458
C -0.55123 -0.45906 -1.24752
N -1.96388 -0.88705 0.64359
O -1.68381 -0.34606 -0.69155
H 1.39009 -0.68961 1.74044
H 2.43455 0.74645 1.67496
H -0.13360 1.76621 -1.07711
H 1.23870 0.77624 -2.10743
H -0.05549 -1.39967 -1.09837
H -2.76829 -0.40903 0.98251
H -1.13100 -0.87784 1.22080
*
```

[2]
A cluster of 2 separate species, C4H7NO in total at a distorted geometry, computed with wB97M-V/def2-TZVPD.

- DFT total energy (eV) = -7794.8540
- gap between HOMO and LUMO (alpha / beta) (Eh) = 0.297 / 0.297
- LUMO (alpha / beta) (eV) = 0.04 / 0.04
- HOMO energy (alpha / beta) (eV) = -8.1 / -8.1
- energy above the lowest of the compared OMol25 structures with the same formula, charge and spin (eV) = 4.790

The geometry in ORCA input format:
```
! RIJCOSX wB97M-V def2-TZVPD def2/J DEFGRID3
* xyz 0 1
C -0.77372 -1.80345 0.13618
O -0.61703 -0.56124 0.67141
C -0.49004 0.51169 -0.00223
C -0.05618 1.75614 0.67786
C 1.60868 -0.73280 -1.01762
N 2.46380 -0.08974 -1.45895
H -1.02951 -2.51602 0.91021
H 0.83842 -1.46791 -0.60974
H -1.35710 -1.81222 -0.78556
H -0.77506 0.48970 -1.05402
H -0.83131 2.52963 0.62461
H 0.17733 1.55126 1.72503
H 0.84171 2.14496 0.18282
*
```

[3]
The molecule C4H7NO, computed with wB97M-V/def2-TZVPD.

- DFT total energy (eV) = -7798.2431
- gap between HOMO and LUMO (Eh) = 0.399
- LUMO (eV) = 1.04
- SMILES = O=CNC1CC1
- HOMO energy (eV) = -9.8
- energy above the lowest of the compared OMol25 structures with the same formula, charge and spin (eV) = 1.401

The geometry in ORCA input format:
```
! RIJCOSX wB97M-V def2-TZVPD def2/J DEFGRID3
* xyz 0 1
O 2.94325 -1.43532 -0.17675
C 1.96313 -0.80303 -0.50558
N 0.94380 -0.41343 0.32591
C -0.07342 0.50022 -0.09169
C -1.23254 0.54743 0.85190
C -1.41731 0.01000 -0.53712
H 1.78336 -0.46124 -1.54251
H 1.15922 -0.27711 1.30140
H 0.28192 1.43781 -0.51647
H -1.23867 -0.19297 1.65121
H -1.61745 1.51973 1.12986
H -1.94811 0.63032 -1.25151
H -1.54717 -1.06240 -0.63864
*
```

[4]
The molecule C4H7NO at a distorted geometry, computed with wB97M-V/def2-TZVPD.

- DFT total energy (eV) = -7794.9592
- gap between HOMO and LUMO (Eh) = 0.289
- LUMO (eV) = 0.42
- HOMO energy (eV) = -7.4
- energy above the lowest of the compared OMol25 structures with the same formula, charge and spin (eV) = 4.685

The geometry in ORCA input format:
```
! RIJCOSX wB97M-V def2-TZVPD def2/J DEFGRID3
* xyz 0 1
C -1.63180 0.54734 -0.16159
C 0.66837 -0.39680 0.23027
N 0.58520 -1.73212 0.17611
C 1.47276 0.62435 -0.41451
C -0.22618 0.69969 0.35534
O 1.80488 1.01223 -1.53386
H 1.39475 -2.25492 -0.13369
H -0.10788 -2.18830 0.75674
H 2.13859 0.60616 0.55133
H -0.10087 1.52227 1.05558
H -1.70806 -0.22349 -0.93264
H -2.31819 0.29495 0.65183
H -1.97156 1.48864 -0.60092
*
```

[5]
The molecule C4H7NO, computed with wB97M-V/def2-TZVPD.

- DFT total energy (eV) = -7796.4944
- gap between HOMO and LUMO (Eh) = 0.386
- LUMO (eV) = 1.12
- SMILES = ON=C1CCC1
- HOMO energy (eV) = -9.4
- energy above the lowest of the compared OMol25 structures with the same formula, charge and spin (eV) = 3.150

The geometry in ORCA input format:
```
! RIJCOSX wB97M-V def2-TZVPD def2/J DEFGRID3
* xyz 0 1
O -0.08395 0.97796 -2.53648
N -0.34645 -0.18325 -1.82227
C -0.22587 -0.05703 -0.56967
C 0.16620 0.95209 0.50369
C 0.07006 -0.20275 1.54585
C -0.12492 -1.20863 0.38833
H -0.17112 0.66790 -3.44710
H 1.16894 1.37358 0.37650
H -0.53967 1.77168 0.65330
H 0.95922 -0.38502 2.15487
H -0.79249 -0.11312 2.21370
H 0.84131 -1.63495 0.09870
H -0.92126 -1.95847 0.44059
*
```

[6]
The molecule C4H7NO at a distorted geometry, computed with wB97M-V/def2-TZVPD.

- DFT total energy (eV) = -7797.8894
- gap between HOMO and LUMO (Eh) = 0.427
- LUMO (eV) = 0.86
- SMILES = CCOCC#N
- HOMO energy (eV) = -10.8
- energy above the lowest of the compared OMol25 structures with the same formula, charge and spin (eV) = 1.755

The geometry in ORCA input format:
```
! RIJCOSX wB97M-V def2-TZVPD def2/J DEFGRID3
* xyz 0 1
C -1.48957 -0.04620 -0.37414
C -0.35997 -1.05317 0.01140
O 0.64916 -0.56233 0.88284
C 1.08860 0.68584 0.45323
C 1.81867 0.62555 -0.83552
N 2.29987 0.59589 -1.88644
H -1.82814 0.66007 0.39929
H -1.24728 0.54738 -1.26705
H -2.34814 -0.66500 -0.62748
H 0.10424 -1.37999 -0.93130
H -0.74803 -1.93877 0.52527
H 1.72121 1.12280 1.23037
H 0.19725 1.30581 0.26645
*
```

[7]
The molecule C4H7NO, computed with wB97M-V/def2-TZVPD.

- DFT total energy (eV) = -7798.4028
- gap between HOMO and LUMO (Eh) = 0.371
- LUMO (eV) = 0.94
- SMILES = C=C/N=C(/C)O
- HOMO energy (eV) = -9.2
- energy above the lowest of the compared OMol25 structures with the same formula, charge and spin (eV) = 1.242

The geometry in ORCA input format:
```
! RIJCOSX wB97M-V def2-TZVPD def2/J DEFGRID3
* xyz 0 1
C 2.20525 0.52330 0.62185
C 1.53508 -0.29397 -0.19494
N 0.30160 -0.00580 -0.79673
C -0.77594 -0.16151 -0.14339
C -2.11406 0.12903 -0.74783
O -0.85891 -0.60031 1.13242
H 1.81535 1.50305 0.89115
H 3.20576 0.26245 0.95212
H 1.97870 -1.24337 -0.50127
H -2.70429 -0.78989 -0.82539
H -2.66122 0.82209 -0.10289
H -1.98032 0.56204 -1.74107
H 0.05301 -0.70709 1.45595
*
```

[8]
A cluster of 2 separate species, C4H7NO in total, computed with wB97M-V/def2-TZVPD.

- DFT total energy (eV) = -7795.2405
- gap between HOMO and LUMO (Eh) = 0.343
- LUMO (eV) = 1.04
- HOMO energy (eV) = -8.3
- energy above the lowest of the compared OMol25 structures with the same formula, charge and spin (eV) = 4.404

The geometry in ORCA input format:
```
! RIJCOSX wB97M-V def2-TZVPD def2/J DEFGRID3
* xyz 0 1
C 0.27526 -1.10307 -1.25222
C 0.82290 0.16815 -0.62976
C -1.02209 1.03422 0.27069
N -0.70217 0.52093 1.46256
C 0.13488 0.00499 2.12670
O 1.61039 0.08349 0.32909
H 1.02742 -1.50720 -1.94167
H 0.12370 -1.84504 -0.46069
H -0.65516 -0.95257 -1.80734
H 0.82840 1.06684 -1.27049
H -0.86058 2.10802 0.20376
H -1.93291 0.65481 -0.18506
H 0.34995 -0.23356 3.15443
*
```